(1)
A 2-piece molecular cluster, C7H18NOSi overall at a distorted geometry, computed with ωB97M-V/def2-TZVPD.

Each atom is followed by the atoms it is bonded to, with distances in Å.
Element x y z (Å)
1 C -1.289 2.399 2.550  C2 1.281, H11 1.088, H12 1.107
2 C -2.173 2.146 1.658  C1 1.281, O9 1.352, H13 1.110
3 C 2.415 -0.674 -2.829  N8 1.451, H14 1.199, H15 1.057, H16 1.026
4 C 0.080 -1.965 1.841  C7 1.533, H17 1.087, H18 1.210, H19 1.172
5 C 1.860 1.064 -1.131  N8 1.458, H20 1.142, H21 1.000, H22 1.013
6 C -1.276 -0.678 -1.412  Si10 1.877, H23 1.049, H24 1.096, H25 1.090
7 C -1.348 -1.414 1.937  C4 1.533, Si10 1.915, H26 1.121, H27 1.093
8 N 1.458 0.274 -2.289  C3 1.451, C5 1.458, H28 1.025
9 O -2.172 1.172 0.720  C2 1.352, Si10 1.614
10 Si -1.600 -0.303 0.398  C6 1.877, C7 1.915, O9 1.614
11 H -1.650 3.192 3.201  C1 1.088
12 H -0.387 1.762 2.481  C1 1.107
13 H -3.047 2.826 1.745  C2 1.110
14 H 1.913 -1.594 -3.412  C3 1.199
15 H 3.192 -0.222 -3.384  C3 1.057
16 H 2.841 -1.066 -1.983  C3 1.026
17 H 0.889 -1.295 2.121  C4 1.087
18 H 0.198 -2.770 2.737  C4 1.210
19 H 0.394 -2.481 0.836  C4 1.172
20 H 1.173 1.915 -0.802  C5 1.142
21 H 1.998 0.394 -0.401  C5 1.000
22 H 2.767 1.486 -1.292  C5 1.013
23 H -1.184 -1.722 -1.448  C6 1.049
24 H -2.154 -0.394 -2.004  C6 1.096
25 H -0.436 -0.024 -1.648  C6 1.090
26 H -1.640 -0.681 2.733  C7 1.121
27 H -1.960 -2.313 2.050  C7 1.093
28 H 1.137 0.967 -2.974  N8 1.025

Calculated values
gap between HOMO and LUMO = 0.2719 hartree
E_LUMO = -4.63 eV
charge = +1

(2)
A 5-piece molecular cluster, C7H18O4 overall at a distorted geometry, computed with ωB97M-V/def2-TZVPD.

Each atom is followed by the atoms it is bonded to, with distances in Å.
Element x y z (Å)
1 C 1.196 -1.205 0.313  C2 1.328, C4 1.465, H8 1.090
2 C 1.275 -2.439 0.794  C1 1.328, H9 1.079, H10 1.086
3 C -0.231 0.430 1.595  C4 1.399, C7 1.456, H11 1.096
4 C 1.019 -0.024 1.161  C1 1.465, C3 1.399, C5 1.489
5 C 2.263 0.702 1.539  C4 1.489, H12 1.105, H13 1.087, H14 1.095
6 C -2.013 -1.223 1.901  C7 1.322, H15 1.094, H16 1.083
7 C -1.510 -0.181 1.262  C3 1.456, C6 1.322, H17 1.104
8 H 1.326 -0.996 -0.750  C1 1.090
9 H 1.212 -2.659 1.849  C2 1.079
10 H 1.421 -3.324 0.182  C2 1.086
11 H -0.314 1.328 2.219  C3 1.096
12 H 2.531 0.327 2.544  C5 1.105
13 H 3.070 0.471 0.849  C5 1.087
14 H 2.104 1.782 1.612  C5 1.095
15 H -1.549 -1.711 2.761  C6 1.094
16 H -2.999 -1.637 1.728  C6 1.083
17 H -2.027 0.314 0.421  C7 1.104
18 H -0.227 0.508 -2.487  O20 0.968
19 H -1.273 -0.542 -1.900  O20 0.985
20 O -1.152 0.377 -2.233  H18 0.968, H19 0.985
21 H -0.905 2.809 -0.195  O23 0.957
22 H -1.194 2.093 -1.554  O23 1.001
23 O -0.883 2.949 -1.141  H21 0.957, H22 1.001
24 H 2.095 2.268 -1.383  O26 0.956
25 H 0.739 2.641 -1.933  O26 0.986
26 O 1.542 2.108 -2.145  H24 0.956, H25 0.986
27 H -1.144 -2.253 -0.265  O29 0.963
28 H -0.628 -2.861 -1.547  O29 0.956
29 O -1.259 -2.222 -1.221  H27 0.963, H28 0.956

Calculated values
gap between HOMO and LUMO (spin up / spin down) = 0.3415 / 0.2036 hartree
spin multiplicity = 2
⟨S²⟩ = 0.752
E_LUMO (spin up / spin down) = -4.84 / -8.59 eV
charge = +1

no.,E (eV)
1,-18956.923
2,-15730.393